Entry from OMol25: a structure of composition C43H58BCl2FeN10 in a non-equilibrium geometry (the ωB97M-V functional and the def2-TZVPD basis).

CARTESIAN COORDINATES (ANGSTROEM)
Fe: -0.036 0.032 -0.111
C: -1.375 1.242 2.748
C: -0.044 1.749 2.332
C: 0.729 2.764 2.961
C: 1.976 2.636 2.423
N: 1.989 1.712 1.422
N: 0.685 1.116 1.419
B: 3.256 1.136 0.756
N: 3.839 0.023 1.686
C: 4.885 -0.859 1.477
C: 5.219 -1.521 2.625
C: 4.343 -0.921 3.608
C: 4.328 -1.256 5.073
N: 3.531 -0.037 3.088
N: 2.858 0.585 -0.654
C: 3.761 0.270 -1.624
C: 3.268 -0.726 -2.444
C: 1.964 -0.985 -1.981
C: 0.898 -1.917 -2.434
N: 1.710 -0.225 -0.901
N: 4.382 2.224 0.448
C: 5.488 2.610 1.166
C: 6.036 3.741 0.628
C: 5.105 4.101 -0.437
C: 5.171 5.359 -1.183
N: 4.168 3.187 -0.590
H: -2.227 1.698 2.225
H: -1.518 0.175 2.567
H: -1.505 1.443 3.816
H: 0.396 3.469 3.745
H: 2.859 3.211 2.704
H: 5.377 -0.928 0.526
H: 5.901 -2.364 2.800
H: 4.473 -0.323 5.677
H: 3.393 -1.716 5.378
H: 5.140 -1.961 5.271
H: 4.717 0.760 -1.694
H: 3.758 -1.249 -3.272
H: 0.734 -1.858 -3.513
H: 1.198 -2.947 -2.198
H: -0.064 -1.741 -1.969
H: 5.809 2.011 2.021
H: 6.895 4.248 0.998
H: 6.119 5.428 -1.774
H: 4.309 5.442 -1.845
H: 5.162 6.153 -0.411
C: -1.618 -0.328 -5.232
C: -2.169 0.284 -3.971
C: -3.655 0.614 -4.243
C: -1.472 1.524 -3.538
C: -0.920 2.373 -4.436
C: -0.424 3.623 -4.055
C: -0.613 4.052 -2.759
C: -1.213 3.223 -1.813
C: -1.670 3.768 -0.498
C: -3.030 4.548 -0.737
C: -0.670 4.722 0.160
C: -1.415 1.869 -2.194
N: -1.464 0.816 -1.213
C: -2.545 0.516 -0.496
C: -2.642 -0.747 0.109
N: -1.722 -1.663 -0.034
C: -1.850 -3.056 0.017
C: -2.970 -3.823 -0.453
C: -2.832 -5.203 -0.543
C: -1.730 -5.873 -0.032
C: -0.730 -5.123 0.500
C: -0.814 -3.750 0.664
C: 0.076 -3.080 1.671
C: 1.555 -3.043 1.185
C: 0.086 -3.942 2.934
C: -4.397 -3.364 -0.818
C: -5.243 -2.901 0.422
C: -4.558 -2.464 -2.046
H: -2.024 -1.353 -5.379
H: -0.531 -0.460 -5.144
H: -1.835 0.282 -6.124
H: -2.116 -0.415 -3.134
H: -3.703 1.288 -5.130
H: -4.079 1.148 -3.384
H: -4.221 -0.324 -4.479
H: -0.987 2.152 -5.512
H: 0.151 4.237 -4.742
H: -0.339 5.076 -2.476
H: -1.945 2.921 0.201
H: -2.842 5.550 -1.163
H: -3.547 4.681 0.250
H: -3.714 3.951 -1.372
H: -0.622 5.632 -0.465
H: 0.347 4.329 0.273
H: -0.977 5.030 1.185
H: -3.457 1.162 -0.404
H: -3.501 -0.888 0.763
H: -3.613 -5.770 -1.085
H: -1.651 -6.942 -0.116
H: 0.125 -5.679 0.882
H: -0.255 -2.041 1.907
H: 1.737 -4.014 0.647
H: 2.295 -3.028 1.984
H: 1.708 -2.164 0.526
H: 0.663 -4.886 2.845
H: -0.939 -4.172 3.301
H: 0.563 -3.393 3.779
H: -4.906 -4.314 -1.078
H: -6.023 -2.166 0.100
H: -4.624 -2.378 1.156
H: -5.670 -3.816 0.885
H: -4.037 -1.490 -1.951
H: -5.635 -2.252 -2.231
H: -4.220 -3.001 -2.930
Cl: -3.323 -3.391 4.165
C: -2.873 -2.129 5.429
Cl: -1.183 -1.775 5.371
H: -3.186 -2.521 6.405
H: -3.421 -1.238 5.141

Results
Frontier orbital gap (spin up / spin down) (eV): 6.688 / 3.492
2S+1: 5
⟨S²⟩: 6.47
Charge: +1

Mulliken atomic charge list, values in e, 99 entries: 0.257 -0.826 0.435 -1.833 -0.320 0.732 1.276 -1.393 2.367 -0.719 -1.141 0.619 -1.277 -0.882 -0.439 -0.003 -2.044 0.708 -0.902 1.714 1.069 -0.227 -1.212 0.603 -1.253 -1.019 0.031 -0.203 0.530 0.453 0.489 0.522 0.362 0.282 0.225 0.359 0.601 0.478 0.399 0.233 -0.300 0.437 0.420 0.275 0.325 0.296 -1.781 1.998 -1.534 -0.096 -0.212 -1.353 -0.399 0.001 2.004 -1.582 -1.535 -0.062 1.184 0.302 -1.036 1.466 0.018 0.368 -0.898 -1.604 -0.491 -0.055 2.326 -0.990 -1.437 0.299 -1.197 -1.451 0.381 0.423 0.423 -0.824 0.443 0.320 0.383 0.375 0.464 0.446 -1.018 0.375 0.425 0.351 0.558 0.179 0.345 0.243 -0.172 0.369 0.454 0.441 -0.890 0.324 0.408

---

Entry from OMol25: a structure of composition C22H37ClMgP2 in a non-equilibrium geometry (the ωB97M-V functional and the def2-TZVPD basis).

CARTESIAN COORDINATES (ANGSTROEM)
P: -3.021 -1.029 -0.381
P: 0.695 -2.182 -0.409
C: -2.005 -2.205 -1.219
C: -1.032 -2.901 -0.258
H: -1.373 -1.511 -2.238
H: -2.609 -2.930 -1.792
H: -1.316 -2.956 0.823
H: -0.944 -3.952 -0.591
C: 1.295 -3.581 -1.439
H: 2.363 -3.500 -1.644
H: 0.777 -3.593 -2.406
H: 1.102 -4.550 -0.955
C: 1.637 -2.150 1.167
H: 2.030 -3.150 1.401
H: 0.969 -1.909 2.049
H: 2.536 -1.529 1.031
C: -4.495 -0.988 -1.434
H: -5.040 -0.058 -1.244
H: -5.097 -1.847 -1.150
H: -4.245 -1.082 -2.494
C: -3.752 -1.506 1.186
H: -3.138 -2.244 1.716
H: -4.715 -1.987 0.940
H: -3.941 -0.637 1.831
Mg: 1.323 -0.256 2.784
C: 0.651 -0.841 -1.987
C: -0.442 -1.202 -2.954
C: -0.712 -0.102 -3.956
C: -1.495 1.101 -3.388
C: -2.422 0.835 -2.289
C: -2.219 0.646 -0.906
C: -0.757 0.565 -0.310
C: 0.451 0.494 -1.258
C: -0.127 1.080 3.385
H: 1.686 -0.865 -2.405
H: -0.176 -2.117 -3.501
H: -1.286 -0.507 -4.780
H: 0.243 0.255 -4.380
H: -0.812 1.934 -3.172
H: -2.128 1.460 -4.218
H: -3.465 0.907 -2.524
H: -2.795 1.372 -0.290
H: -0.726 -0.303 0.351
H: -0.627 1.435 0.337
H: 0.455 1.344 -1.935
H: 1.333 0.677 -0.636
H: -0.104 1.289 4.462
H: -1.146 0.748 3.130
H: 0.038 2.036 2.862
Cl: 3.009 0.912 4.491
C: 3.408 2.319 3.522
C: 3.831 3.492 4.108
C: 4.073 4.631 3.322
C: 3.806 4.588 1.947
C: 3.301 3.455 1.361
C: 3.161 2.244 2.125
C: 2.689 1.031 1.493
H: 3.975 3.543 5.189
H: 4.477 5.540 3.742
H: 3.971 5.479 1.338
H: 2.976 3.450 0.324
H: 2.564 1.148 0.419
H: 3.340 0.161 1.705

Results
Energy relative to the best compared isomer or geometry (same formula, charge and spin) (kcal per mole): 173.8
Frontier orbital gap (eV): 3.540

Partial charges, Mulliken, in e: 1.101 1.331 -0.324 -1.221 -0.690 0.758 0.215 0.533 -1.688 0.438 0.423 0.470 -0.913 0.576 0.122 0.220 -2.007 0.408 0.507 0.489 -1.378 0.384 0.428 0.357 0.840 0.153 -0.290 -1.140 -0.902 -1.444 0.152 0.041 -0.294 -1.381 0.520 0.312 0.477 0.248 0.305 0.402 0.492 0.755 -0.444 0.575 0.629 -0.782 0.377 0.343 0.304 -0.276 0.571 -0.565 -0.472 -0.580 -0.577 0.451 -1.907 0.365 0.370 0.340 0.386 0.317 0.787

---

It is found that the calculated total energy values, taken in the order of the records, are -4429.555857; -2203.081390 Eh.